Record 1
18
Properties=species:S:1:pos:R:3 method="wB97M-V/def2-TZVPD" gap_ev="6.6567 / 6.6584" e_above_lowest_kcal_mol=0.0
O 1.10396 -1.80465 1.56779
H 2.52567 0.54629 1.84581
O -0.01887 1.16341 -1.27865
S 1.04190 -0.65573 0.70457
I -1.75548 -0.30570 1.98922
H -1.39625 -0.48815 -3.14126
H -1.64008 -1.81027 -2.05499
C -0.97684 0.16794 -1.08905
C -1.00580 -0.92241 -2.16412
C 1.46677 0.85782 1.70583
H 0.04757 -1.45783 -2.27962
H 0.75623 0.82361 2.51759
O 1.83008 -0.61746 -0.47884
H 0.89823 0.78579 -1.28635
H 1.29984 1.68663 1.00579
H -1.93303 0.66358 -1.06966
Cl -1.58179 1.96077 3.32509
C -0.66210 -0.59363 0.18083

***

Record 2
16
Properties=species:S:1:pos:R:3 method="wB97M-V/def2-TZVPD" spin_multiplicity=2 gap_ev="7.4161 / 6.2299" charge=+2
Mg 0.23151 -3.65255 -5.31428
H -0.84259 0.97613 3.22054
C -0.07092 0.28691 2.87759
Cl 0.54806 -3.21710 -3.04745
H 1.63173 0.21351 1.49715
H -0.68561 -0.70579 -2.13961
O 1.10584 1.34741 -1.17789
O -0.15844 0.43042 0.52368
C 0.14598 0.67534 -0.75683
H -1.94314 0.24761 -1.34400
H -0.34310 -0.76482 2.96640
C 0.65337 0.68394 1.59516
H 0.63361 0.43888 3.69529
H 0.90228 1.74232 1.67246
C -0.92643 0.27758 -1.73578
H -0.88213 1.02020 -2.53244

***

Record 3
14
Properties=species:S:1:pos:R:3 method="wB97M-V/def2-TZVPD" smiles="C=NC(=C)Cl.C" gap_ev=8.6962 e_above_lowest_kcal_mol=64.3
H 1.67798 -0.98379 -0.34149
H 2.16452 0.44056 0.34604
Cl -3.19819 -0.46365 -0.43968
H 3.17268 0.18471 -0.84209
H 1.32885 0.50835 -1.17205
C -1.67166 1.64138 0.61539
C -0.16416 -1.46864 0.08385
H -0.86723 2.10320 1.12602
C 2.15676 -0.06896 -0.63265
H -2.58076 2.13204 0.37140
H -0.56156 -1.82505 -0.86446
N -0.61456 -0.43300 0.73112
H 0.78533 -2.05244 0.62119
C -1.62800 0.28528 0.39741

***

Quick rundown of M, same order as above: 298.53, 147.86, 105.57 g mol⁻¹